{"formula": "C50H78Cl5N6O2PSi4TeTi", "method": "ωB97M-V with the def2-TZVPD basis set", "total_charge": 1, "multiplicity": 2, "gap_ev": [6.179, 6.252], "e_homo_ha": [-0.3101, -0.3096], "total_energy_ha": -7348.87038, "s2": 0.76, "symbols": ["Ti", "N", "C", "N", "C", "N", "N", "C", "C", "C", "C", "C", "C", "N", "C", "C", "C", "C", "C", "C", "H", "H", "H", "H", "H", "H", "H", "H", "H", "H", "H", "Cl", "C", "C", "Cl", "C", "Cl", "C", "O", "C", "Cl", "C", "Cl", "C", "C", "C", "C", "C", "C", "P", "C", "C", "C", "C", "C", "C", "C", "C", "C", "C", "C", "C", "H", "H", "H", "H", "H", "H", "H", "H", "H", "H", "H", "H", "H", "H", "H", "H", "H", "H", "H", "H", "H", "H", "H", "H", "H", "H", "H", "H", "H", "H", "H", "H", "H", "C", "N", "C", "C", "O", "H", "H", "H", "H", "H", "H", "H", "C", "Si", "C", "C", "Si", "Te", "Si", "C", "C", "C", "Si", "C", "C", "C", "H", "H", "H", "H", "H", "H", "H", "H", "H", "H", "H", "H", "H", "H", "H", "H", "H", "H", "H", "H", "H", "H", "H", "H", "H", "H", "H"], "positions_angstrom": [[0.03584, 0.73010, -0.32105], [0.19063, 1.35099, -4.53958], [0.25493, 0.70661, -3.38420], [-0.39683, 1.04546, -2.31541], [-1.16861, 2.25228, -2.33320], [-1.63135, 2.74993, -1.25983], [-1.28262, 2.07997, -0.07670], [-2.15524, 2.40875, 0.96290], [-2.21386, 1.91674, 2.22202], [-3.38365, 2.29250, 3.02849], [-3.68871, 1.70355, 4.18634], [-2.81058, 0.67793, 4.72325], [-1.66997, 0.41496, 4.07674], [-1.30007, 1.01637, 2.87281], [-1.43515, 2.86966, -3.64358], [-2.36471, 3.88916, -3.82685], [-2.55926, 4.43566, -5.08156], [-1.82849, 3.96752, -6.17246], [-0.90666, 2.95109, -6.00823], [-0.72304, 2.41426, -4.74327], [0.74544, 1.02304, -5.31406], [0.88389, -0.17887, -3.34983], [-2.93236, 3.11069, 0.68806], [-4.02267, 3.06322, 2.61412], [-4.57280, 2.00209, 4.73512], [-3.04035, 0.15321, 5.63962], [-0.95810, -0.30658, 4.45520], [-2.91970, 4.24167, -2.96767], [-3.27901, 5.23189, -5.21562], [-1.98476, 4.39217, -7.15477], [-0.33517, 2.57739, -6.85012], [6.73838, 0.93704, -2.94949], [5.16272, 1.24154, -2.34073], [4.40543, 0.20463, -1.81128], [4.98103, -1.41630, -1.81088], [3.15508, 0.48881, -1.28113], [2.14142, -0.78509, -0.63415], [2.61015, 1.77246, -1.24640], [1.46770, 2.01705, -0.64762], [3.34710, 2.78316, -1.87704], [2.59642, 4.32166, -2.04336], [4.61368, 2.52822, -2.39098], [5.50363, 3.80605, -3.10825], [1.29616, -4.12872, -5.81641], [2.16303, -4.18157, -4.54765], [1.53129, -3.38910, -3.38976], [-0.00253, -3.41833, -3.47108], [-0.46359, -2.67884, -4.74635], [0.56037, -2.79507, -5.89043], [-0.69575, -2.63553, -1.95425], [-0.57500, -3.92836, -0.61451], [0.61966, -3.64595, 0.31546], [0.75715, -4.75229, 1.35841], [1.12265, -6.09605, 0.68832], [0.71784, -6.12187, -0.79201], [-0.62922, -5.43204, -0.99596], [-2.53758, -2.64645, -2.18676], [-3.16535, -3.94282, -2.73647], [-4.58844, -3.70261, -3.27482], [-5.28803, -2.61537, -2.46700], [-4.58752, -1.25897, -2.67302], [-3.08226, -1.43021, -2.95314], [0.56003, -4.93784, -5.80930], [1.91684, -4.27932, -6.69996], [3.15295, -3.77270, -4.76371], [2.31496, -5.21985, -4.24359], [1.87224, -2.34699, -3.41392], [1.87846, -3.78964, -2.43577], [-0.31603, -4.46319, -3.53647], [-0.64742, -1.62188, -4.52587], [-1.42161, -3.08910, -5.07416], [1.29727, -1.98507, -5.82565], [0.05305, -2.68195, -6.84907], [-1.47048, -3.71077, -0.02083], [0.47631, -2.67420, 0.79633], [1.55034, -3.57753, -0.25732], [-0.19510, -4.84411, 1.89255], [1.50861, -4.48522, 2.10280], [0.62471, -6.91389, 1.21332], [2.19580, -6.27716, 0.77551], [0.66899, -7.15194, -1.14802], [1.48057, -5.62482, -1.39763], [-1.36239, -5.92884, -0.35166], [-0.98448, -5.58078, -2.01422], [-2.88833, -2.52647, -1.15306], [-3.20263, -4.68989, -1.94029], [-2.54616, -4.36380, -3.53174], [-5.15593, -4.63333, -3.24381], [-4.54865, -3.39705, -4.32438], [-5.26953, -2.89820, -1.40823], [-6.33869, -2.54016, -2.74839], [-4.73542, -0.62779, -1.79084], [-5.05128, -0.73064, -3.50870], [-2.53781, -0.52416, -2.67650], [-2.92620, -1.57250, -4.02463], [-2.66936, -2.16932, 2.21889], [-3.25134, -1.16548, 1.33310], [-4.69494, -0.95123, 1.42173], [-2.54094, -0.49722, 0.46707], [-1.29353, -0.62428, 0.33873], [-2.92886, -1.92570, 3.24808], [-1.58961, -2.17250, 2.10526], [-3.07125, -3.15133, 1.96538], [-5.23264, -1.80292, 1.00519], [-4.96413, -0.04671, 0.88175], [-4.96680, -0.82583, 2.46829], [-3.09674, 0.18797, -0.17394], [1.79232, 4.11083, 6.70011], [0.70642, 2.97311, 5.69816], [-0.89192, 3.84126, 5.31317], [0.46272, 1.40605, 6.69491], [1.85789, 2.58870, 3.70440], [0.67646, 0.75678, 2.34189], [3.84090, 1.39312, 4.01888], [4.53976, 0.95778, 2.33891], [5.03617, 2.44156, 4.98335], [3.52331, -0.19216, 4.93853], [2.09488, 4.47135, 2.36767], [3.51153, 4.18903, 1.20954], [0.52038, 4.76230, 1.44341], [2.51486, 5.87961, 3.51525], [1.33980, 4.24189, 7.68829], [1.90139, 5.09626, 6.24366], [2.79237, 3.69459, 6.84554], [-1.64431, 3.63114, 6.07820], [-1.30763, 3.53493, 4.35244], [-0.73340, 4.92321, 5.27821], [-0.58799, 1.28380, 6.96297], [1.04803, 1.47164, 7.61589], [0.78070, 0.50420, 6.16820], [5.07045, 1.79687, 1.88489], [3.75372, 0.65615, 1.63572], [5.23704, 0.11959, 2.42843], [5.20824, 3.40829, 4.50164], [6.00197, 1.93714, 5.07986], [4.65732, 2.63274, 5.99033], [2.83489, -0.84367, 4.39491], [3.10252, -0.01336, 5.93154], [4.46954, -0.72707, 5.06476], [3.34179, 3.29116, 0.61425], [4.45264, 4.06612, 1.75230], [3.62003, 5.03529, 0.52517], [0.34807, 3.95047, 0.73065], [0.57954, 5.70030, 0.88238], [-0.34253, 4.81881, 2.11263], [3.20430, 5.55937, 4.30116], [1.61843, 6.27664, 3.99990], [2.99189, 6.69705, 2.96759]], "mulliken_charge": [-1.138, 0.299, -1.027, 0.673, 0.411, -1.467, 2.085, -1.287, 0.705, -1.138, -0.993, -0.873, -0.863, 1.307, 0.576, -0.689, -0.837, -0.552, -0.982, 0.185, 0.367, 0.632, 0.125, 0.500, 0.461, 0.484, 0.563, 0.518, 0.437, 0.433, 0.465, -0.181, 0.205, 0.116, -0.153, -1.011, 0.149, -0.869, 0.301, 0.798, -0.122, 0.717, -0.185, -0.914, -0.934, -0.220, 0.914, -0.260, -0.869, 0.496, 0.681, 0.598, -0.994, -0.854, -0.739, -1.153, 0.469, -0.650, -1.013, -0.564, -0.657, -0.039, 0.308, 0.510, 0.501, 0.278, -0.308, -0.010, 0.755, -0.421, 0.355, 0.192, 0.569, 0.265, -0.835, 0.270, 0.291, 0.466, 0.384, 0.350, 0.512, 0.015, 0.500, 0.545, -0.209, 0.275, 0.097, 0.565, 0.328, 0.041, 0.523, 0.090, 0.567, -1.256, 0.786, -1.205, 1.244, -1.052, -1.770, 0.490, 0.527, 0.099, 0.418, 0.267, 0.381, 0.363, 0.691, -1.251, 1.201, -0.576, -1.289, 0.260, -1.103, 0.462, -0.396, -1.115, -1.015, 0.553, 0.168, -0.562, -1.241, 0.400, 0.302, 0.259, 0.429, -0.173, 0.425, 0.409, 0.440, 0.207, 0.318, -0.271, 0.523, 0.291, 0.418, 0.301, 0.204, 0.296, 0.425, -0.829, 0.365, 0.499, -0.388, 0.571, 0.243, 0.291, 0.320, 0.430]}

{"formula": "C50H81BrFIO9", "method": "ωB97M-V with the def2-TZVPD basis set", "multiplicity": 1, "gap_ev": 7.916, "e_homo_ha": -0.3185, "total_energy_ha": -5602.43387, "symbols": ["C", "C", "C", "C", "C", "C", "O", "C", "C", "C", "C", "C", "F", "C", "Br", "C", "C", "C", "C", "C", "C", "C", "C", "C", "C", "C", "C", "C", "C", "C", "I", "C", "C", "O", "H", "H", "H", "H", "H", "H", "H", "H", "H", "H", "H", "H", "H", "H", "H", "H", "H", "H", "H", "H", "H", "H", "H", "H", "H", "H", "H", "H", "H", "H", "H", "H", "H", "H", "H", "H", "H", "H", "H", "C", "C", "C", "O", "H", "H", "H", "H", "H", "H", "C", "C", "C", "O", "H", "H", "H", "H", "H", "H", "C", "C", "C", "O", "H", "H", "H", "H", "H", "H", "C", "C", "C", "O", "H", "H", "H", "H", "H", "H", "C", "C", "C", "O", "H", "H", "H", "H", "H", "H", "C", "C", "C", "O", "H", "H", "H", "H", "H", "H", "C", "C", "C", "O", "H", "H", "H", "H", "H", "H"], "positions_angstrom": [[-0.04423, 2.49005, 4.44061], [1.12286, 2.41618, 5.07435], [2.41380, 2.89205, 4.44528], [2.90093, 1.86564, 3.42299], [3.76409, 2.25016, 2.49570], [4.21052, 1.26107, 1.45860], [5.35142, 1.24667, 1.03780], [3.12638, 0.28410, 1.03166], [3.01399, -0.16526, -0.26029], [4.01390, 0.30779, -1.28769], [3.82410, 1.78082, -1.71422], [5.17227, 2.38235, -2.11739], [3.01387, 1.75771, -2.86361], [1.96732, -1.02085, -0.55931], [1.85760, -1.63633, -2.38309], [1.03216, -1.43846, 0.35835], [-0.11971, -2.35072, -0.09490], [-1.44907, -1.54755, 0.01195], [-2.45287, -1.90667, -1.13009], [-3.87315, -2.01997, -0.54490], [-4.48690, -0.64036, -0.17560], [-4.40366, -0.27670, 1.33307], [-3.48294, 0.91559, 1.68702], [-4.18668, 2.29344, 1.60782], [-4.39359, 2.68172, 0.11973], [-4.18337, 4.20786, -0.14774], [-2.78571, 4.44364, -0.76660], [-2.73185, 4.39514, -2.31248], [-3.62901, 3.33351, -2.97554], [1.18504, -0.98530, 1.68879], [-0.19344, -1.61479, 3.19321], [2.21329, -0.13326, 2.00485], [2.41280, 0.43147, 3.40464], [2.23733, -0.20752, 4.42425], [-0.23934, 3.23929, 3.67048], [-0.85325, 1.78330, 4.62002], [1.11802, 1.95439, 6.06037], [2.16112, 3.79283, 3.86696], [3.18152, 3.19624, 5.16184], [4.13684, 3.27105, 2.44493], [3.97969, -0.27611, -2.20790], [5.04380, 0.22102, -0.93827], [3.34435, 2.39800, -0.94550], [5.03969, 3.27504, -2.74828], [5.76176, 2.59559, -1.22275], [5.66137, 1.63116, -2.75075], [-0.17568, -3.27834, 0.48658], [0.00872, -2.63034, -1.13876], [-1.26185, -0.47004, -0.04291], [-1.96102, -1.81750, 0.93584], [-2.50897, -1.11425, -1.88537], [-2.14112, -2.86047, -1.57080], [-3.89073, -2.65747, 0.34962], [-4.55382, -2.49703, -1.26394], [-5.55492, -0.68147, -0.42937], [-4.05387, 0.11225, -0.84202], [-4.07471, -1.14905, 1.91191], [-5.41400, -0.02890, 1.68472], [-2.60285, 0.98586, 1.03523], [-3.11361, 0.73739, 2.70826], [-5.12640, 2.30404, 2.16868], [-3.49276, 3.03300, 2.03446], [-3.61758, 2.17890, -0.45920], [-5.39478, 2.37051, -0.19632], [-4.32882, 4.79087, 0.76690], [-4.93508, 4.50596, -0.88762], [-2.05091, 3.74063, -0.35419], [-2.46773, 5.45643, -0.47958], [-1.70284, 4.16269, -2.61693], [-2.98196, 5.36995, -2.74763], [-3.51229, 3.30226, -4.06359], [-4.68717, 3.47493, -2.73366], [-3.35620, 2.33338, -2.61346], [1.12624, -6.90316, 1.12707], [-0.31916, -6.47554, 1.19067], [-1.32483, -7.50664, 1.63286], [-0.65654, -5.34999, 0.90001], [1.73712, -6.06512, 0.79589], [1.46517, -7.21775, 2.11533], [1.24120, -7.72476, 0.41833], [-1.09180, -7.84557, 2.64351], [-1.31549, -8.35470, 0.94536], [-2.31867, -7.06440, 1.63366], [6.54546, 7.05012, -1.64491], [5.35279, 6.47716, -2.37063], [4.02888, 7.17574, -2.17832], [5.45340, 5.50039, -3.07583], [7.42647, 6.45307, -1.87157], [6.72225, 8.07672, -1.96960], [6.37268, 7.02854, -0.56762], [4.09742, 8.20774, -2.52593], [3.74792, 7.15976, -1.12390], [3.26240, 6.66094, -2.75426], [3.93459, 0.43766, -5.37653], [4.47253, -0.64169, -6.28125], [4.53929, -0.33431, -7.75779], [4.83633, -1.71037, -5.84409], [3.94199, 0.08508, -4.35110], [4.55936, 1.32985, -5.44641], [2.90841, 0.68220, -5.65488], [5.19160, 0.52305, -7.93032], [3.53900, -0.12480, -8.13997], [4.94415, -1.19488, -8.28671], [-3.20576, -5.05092, 6.68386], [-2.06262, -5.50774, 5.81195], [-0.78648, -4.71295, 5.88680], [-2.16994, -6.47080, 5.08422], [-4.06039, -5.70838, 6.53265], [-2.91216, -5.08985, 7.73438], [-3.48955, -4.03179, 6.41713], [-0.38789, -4.73778, 6.90309], [-0.97522, -3.68172, 5.58752], [-0.05172, -5.14943, 5.21147], [-8.55005, -1.20581, 2.75981], [-8.85834, -0.05440, 1.83366], [-10.20618, -0.05939, 1.15464], [-8.05963, 0.83298, 1.64413], [-7.55320, -1.07615, 3.17718], [-9.27357, -1.23226, 3.57630], [-8.58124, -2.14706, 2.20861], [-11.00084, -0.03667, 1.90209], [-10.30842, -0.95149, 0.53469], [-10.29404, 0.82095, 0.52117], [-2.90022, -0.43837, 7.73474], [-1.74138, -0.89288, 6.88436], [-0.46718, -0.09881, 6.97838], [-1.83623, -1.85857, 6.15821], [-3.75091, -1.09729, 7.57014], [-2.62517, -0.47480, 8.78999], [-3.18484, 0.57913, 7.46224], [-0.08996, -0.12150, 8.00266], [-0.65263, 0.93174, 6.67599], [0.28334, -0.52988, 6.31685], [8.61359, -2.22699, -11.35026], [7.17839, -1.77707, -11.22144], [6.18608, -2.78762, -10.69992], [6.83891, -0.65661, -11.52229], [9.21553, -1.40598, -11.73447], [9.00137, -2.52175, -10.37384], [8.68067, -3.06754, -12.04285], [6.47157, -3.10434, -9.69518], [6.14782, -3.65073, -11.36640], [5.19821, -2.33300, -10.65848]], "mulliken_charge": [-0.562, -0.050, -0.897, 0.577, -0.670, 0.184, -0.583, -0.022, 0.375, -1.850, 0.837, -1.352, -0.369, 0.214, -0.209, -0.087, -1.580, 0.427, -0.781, -1.392, 0.128, -0.583, -0.100, -0.845, 0.288, -1.177, -0.541, -0.488, -0.866, 0.385, 0.347, 0.822, -0.389, -0.565, 0.304, -0.022, 0.358, 0.365, 0.351, 0.481, 0.709, 0.545, 0.284, 0.338, 0.390, 0.280, -0.027, 0.660, 0.203, 0.078, 0.127, 0.542, 0.471, 0.430, 0.379, -0.208, 0.537, 0.085, -0.010, 0.006, 0.330, 0.412, -0.293, 0.366, 0.457, 0.453, 0.317, 0.368, 0.298, 0.279, 0.407, 0.245, 0.045, -1.122, 0.795, -1.132, -0.490, 0.233, 0.333, 0.341, 0.308, 0.368, 0.265, -1.143, 0.886, -1.127, -0.553, 0.294, 0.352, 0.319, 0.352, 0.310, 0.292, -0.359, 0.818, -1.054, -0.594, -0.271, 0.361, 0.388, 0.355, 0.354, 0.119, -1.011, 0.825, -0.435, -0.571, 0.338, 0.328, 0.173, 0.363, -0.188, 0.243, -1.095, 0.858, -1.171, -0.503, 0.243, 0.376, 0.324, 0.346, 0.344, 0.297, -1.347, 0.611, -0.865, -0.384, 0.299, 0.377, 0.358, 0.493, 0.188, 0.209, -1.053, 0.859, -1.137, -0.550, 0.298, 0.308, 0.314, 0.308, 0.399, 0.267]}